Computed, not measured: a molecular structure, C6H12ClF, with the ωB97M-V functional and the def2-TZVPD basis.

Spin multiplicity ... 1
Energy above the lowest of the compared OMol25 structures with the same formula, charge and spin ... 0.0 kJ/mol
HOMO-LUMO gap ... 10.24 eV
HOMO ... -0.3480 Eh
E_LUMO ... 0.02817 hartree

Each line ends with the Löwdin charge.
Cartesian coordinates (Å):
1 C -1.3702 -0.5755 0.4309  -0.06
2 C 0.4265 0.3286 1.8664  -0.10
3 C -0.0618 1.5199 -0.3108  -0.08
4 C 1.1356 -1.1357 -1.8831  -0.10
5 C -0.0794 0.2245 0.4196  -0.49
6 C 1.3626 -0.8558 -0.3932  -0.74
7 F 2.5098 -0.1445 -0.3451  -0.05
8 Cl 1.7330 -2.3551 0.5946  0.61
9 H -1.2870 -1.5259 0.9040  0.07
10 H -1.7581 -0.7158 -0.6221  0.11
11 H -1.9345 -0.0205 1.0260  0.03
12 H 0.7077 -0.7790 2.2033  0.07
13 H -0.4865 0.5496 2.4896  0.10
14 H 1.3835 0.8595 1.9311  0.08
15 H 0.7434 2.2959 0.0391  0.13
16 H -0.2399 1.3337 -1.4632  0.12
17 H -0.9049 2.0485 0.0597  0.06
18 H 1.9973 -1.8289 -2.2437  0.11
19 H 0.1510 -1.6131 -1.9840  0.07
20 H 1.1188 -0.2505 -2.5458  0.08